1.
Density functional theory data (ωB97M-V/def2-TZVPD) for a molecular structure, C37H54BMoN2OP2S4 in a non-equilibrium geometry.

As for the lowest unoccupied orbital energy: -10.259 eV. The frontier orbital gap comes out at 4.920 eV. The HOMO energy is -15.18 eV. As for the total charge: +3.

CARTESIAN COORDINATES (ANGSTROEM)
Mo1 0.608 -0.213 0.639
C1 -0.129 -3.076 -3.575
C2 0.148 -1.699 -2.964
C3 0.805 -0.813 -4.031
C4 -1.185 -1.076 -2.516
P1 1.212 -1.855 -1.387
C5 0.682 -3.474 -0.704
N1 -0.498 -3.175 0.055
B1 -0.674 -1.962 0.783
N2 -1.766 -2.199 1.656
C6 -2.133 -1.361 2.759
P2 -1.045 0.125 2.662
C7 -0.404 0.322 4.433
C8 0.565 -0.834 4.708
C9 -1.574 0.238 5.419
C10 0.339 1.652 4.580
C11 -2.171 1.510 2.083
C12 -2.713 1.049 0.719
C13 -1.329 2.778 1.883
C14 -3.331 1.798 3.035
C15 -2.253 -3.488 1.449
C16 -3.301 -4.171 2.048
C17 -3.526 -5.476 1.646
C18 -2.730 -6.085 0.672
C19 -1.685 -5.409 0.067
C20 -1.453 -4.099 0.464
C21 3.074 -1.998 -1.726
C22 3.346 -2.814 -2.991
C23 3.602 -0.558 -1.852
C24 3.786 -2.706 -0.572
H1 -0.548 -2.925 -4.571
H2 -0.864 -3.641 -3.002
H3 0.776 -3.671 -3.697
H4 0.038 -0.495 -4.740
H5 1.545 -1.364 -4.606
H6 1.278 0.072 -3.620
H7 -1.865 -1.033 -3.369
H8 -1.056 -0.058 -2.143
H9 -1.668 -1.675 -1.744
H10 1.470 -3.860 -0.051
H11 0.491 -4.205 -1.486
H12 -1.936 -1.883 3.698
H13 -3.190 -1.086 2.743
H14 0.218 -1.793 4.315
H15 0.685 -0.947 5.786
H16 1.555 -0.627 4.302
H17 -2.068 -0.733 5.405
H18 -2.317 1.014 5.266
H19 -1.166 0.374 6.422
H20 1.033 1.817 3.755
H21 0.920 1.635 5.503
H22 -0.345 2.496 4.649
H23 -1.901 0.889 -0.002
H24 -3.369 1.820 0.313
H25 -3.296 0.130 0.789
H26 -0.410 2.563 1.329
H27 -1.055 3.236 2.830
H28 -1.915 3.510 1.326
H29 -3.851 0.893 3.348
H30 -4.057 2.433 2.523
H31 -3.003 2.341 3.919
H32 -3.924 -3.709 2.803
H33 -4.329 -6.040 2.102
H34 -2.934 -7.108 0.387
H35 -1.075 -5.897 -0.681
H36 2.959 -2.355 -3.895
H37 2.954 -3.829 -2.908
H38 4.428 -2.898 -3.110
H39 3.268 -0.089 -2.778
H40 4.693 -0.565 -1.866
H41 3.289 0.058 -1.002
H42 3.575 -3.774 -0.554
H43 3.561 -2.287 0.405
H44 4.862 -2.597 -0.720
S1 5.424 1.182 2.929
C25 4.121 1.678 2.296
S2 2.799 2.219 1.644
S3 2.090 -1.115 1.869
O1 0.607 1.241 -0.625
S4 0.865 2.036 -1.987
C26 -0.715 2.700 -2.463
C27 -1.438 3.622 -1.716
C28 -2.627 4.109 -2.228
C29 -3.079 3.688 -3.475
C30 -2.342 2.776 -4.218
C31 -1.153 2.275 -3.715
C32 1.862 3.448 -1.600
C33 1.596 4.356 -0.581
C34 2.447 5.433 -0.417
C35 3.548 5.594 -1.252
C36 3.811 4.673 -2.257
C37 2.964 3.592 -2.439
H45 -1.080 3.975 -0.763
H46 -3.191 4.838 -1.662
H47 -4.006 4.080 -3.871
H48 -2.688 2.460 -5.193
H49 -0.564 1.576 -4.297
H50 0.755 4.233 0.086
H51 2.243 6.154 0.363
H52 4.205 6.442 -1.117
H53 4.674 4.791 -2.896
H54 3.150 2.878 -3.233

***

2.
Density functional theory data (ωB97M-V/def2-TZVPD) for a molecular structure, C37H54F2N5O5SW in a non-equilibrium geometry.

As for the lowest unoccupied orbital energy (spin up / spin down): -2.694 / -2.475 eV. The frontier orbital gap (spin up / spin down) comes out at 7.242 / 7.462 eV. As for the expectation value of S²: 2.02. The HOMO energy (spin up / spin down) is -9.94 / -9.94 eV. As for the total charge: +1. As for the multiplicity: 3.

CARTESIAN COORDINATES (ANGSTROEM)
W1 0.337 0.606 0.160
C1 0.272 3.820 -1.225
O1 -0.649 2.866 -0.692
C2 -1.852 3.491 -0.194
C3 -2.705 3.946 -1.353
O2 -2.840 2.914 -2.350
C4 -3.830 3.260 -3.333
H1 -0.096 4.830 -0.982
H2 0.474 3.655 -2.243
H3 1.215 3.629 -0.654
H4 -1.611 4.360 0.427
H5 -2.349 2.783 0.427
H6 -2.203 4.780 -1.884
H7 -3.652 4.155 -0.982
H8 -4.863 3.263 -2.906
H9 -3.706 2.557 -4.115
H10 -3.499 4.162 -3.806
O3 2.081 0.799 -0.995
S1 1.990 1.014 -2.547
C5 3.682 1.355 -2.977
C6 4.610 1.782 -2.053
C7 5.895 2.186 -2.528
C8 6.154 2.114 -3.858
C9 5.179 1.662 -4.780
C10 3.962 1.263 -4.360
C11 1.842 -0.670 -3.292
C12 2.722 -1.684 -3.022
C13 2.547 -2.867 -3.709
C14 1.521 -3.023 -4.642
C15 0.665 -1.967 -4.869
C16 0.811 -0.797 -4.174
H11 4.439 1.825 -1.011
H12 6.629 2.572 -1.811
H13 7.123 2.483 -4.147
H14 5.423 1.543 -5.807
H15 3.274 0.903 -5.107
H16 3.607 -1.552 -2.386
H17 3.332 -3.683 -3.665
H18 1.395 -3.886 -5.244
H19 -0.083 -1.992 -5.639
H20 0.087 0.004 -4.363
C17 5.062 2.846 1.424
C18 3.551 3.194 1.387
C19 3.170 4.501 1.361
C20 1.912 4.950 1.716
C21 1.603 6.450 1.737
C22 0.888 3.996 1.820
C23 1.295 2.633 1.827
C24 2.618 2.219 1.748
N1 0.338 1.503 1.880
C25 -0.271 1.145 3.196
C26 -1.445 2.001 3.674
C27 0.775 1.150 4.312
C28 -0.839 -0.348 3.161
H21 5.289 1.935 0.833
H22 5.477 2.757 2.435
H23 5.564 3.649 0.930
H24 3.827 5.304 0.981
H25 1.798 6.905 2.699
H26 0.623 6.696 1.298
H27 2.341 7.024 1.188
H28 -0.139 4.202 1.917
H29 2.911 1.158 1.803
H30 -1.147 3.011 3.906
H31 -1.807 1.603 4.645
H32 -2.265 2.061 2.963
H33 1.355 2.085 4.373
H34 1.454 0.302 4.203
H35 0.291 1.024 5.263
H36 -1.732 -0.381 2.505
H37 -1.228 -0.596 4.155
H38 -0.094 -1.059 2.900
F1 0.755 -2.180 -0.659
C29 1.002 -1.484 0.515
F2 0.458 -2.297 1.490
H39 2.083 -1.668 0.646
C30 -4.494 -5.269 3.031
N2 -3.388 -4.549 2.410
C31 -3.484 -4.691 0.959
N3 -3.544 -6.070 0.475
C32 -4.746 -6.638 1.141
N4 -4.628 -6.692 2.625
C33 -3.424 -7.403 2.997
N5 -2.202 -6.746 2.419
C34 -2.186 -5.315 2.786
C35 -2.324 -6.785 0.953
H40 -5.405 -4.809 2.700
H41 -4.455 -5.155 4.086
H42 -2.587 -4.221 0.532
H43 -4.384 -4.178 0.651
H44 -4.795 -7.664 0.795
H45 -5.618 -6.159 0.802
H46 -3.518 -8.416 2.657
H47 -3.461 -7.474 4.113
H48 -1.310 -4.814 2.377
H49 -2.053 -5.302 3.875
H50 -2.299 -7.828 0.604
H51 -1.410 -6.300 0.543
C36 -3.002 -0.535 -1.831
C37 -1.710 -0.009 -1.320
O4 -0.642 0.063 -1.948
O5 -1.709 0.235 -0.045
H52 -3.778 -0.614 -1.046
H53 -2.819 -1.567 -2.272
H54 -3.427 0.151 -2.608

***

3.
Density functional theory data (ωB97M-V/def2-TZVPD) for a molecular structure, C37H55BCl2CsN14OSSi2.

As for the lowest unoccupied orbital energy (spin up / spin down): 3.340 / 3.340 eV. The frontier orbital gap (spin up / spin down) comes out at 4.635 / 5.738 eV. As for the expectation value of S²: 0.77. The HOMO energy (spin up / spin down) is -1.30 / -2.40 eV. As for the total charge: -2. As for the multiplicity: 2.

CARTESIAN COORDINATES (ANGSTROEM)
Cs1 0.882 -0.022 0.362
C1 -2.443 -4.645 0.717
C2 -1.960 -3.236 0.496
N1 -1.329 -2.536 1.357
N2 -1.129 -3.048 2.590
C3 -0.470 -2.347 3.577
N3 -0.633 -3.035 4.802
S1 0.296 -0.931 3.429
C4 -2.308 -2.565 -0.793
C5 -3.239 -3.123 -1.660
C6 -3.604 -2.407 -2.798
C7 -3.044 -1.169 -3.019
C8 -2.108 -0.694 -2.101
N4 -1.734 -1.383 -1.032
H1 -1.855 -5.177 1.465
H2 -2.359 -5.216 -0.206
H3 -3.492 -4.663 1.024
H4 -1.482 -3.959 2.837
H5 -1.615 -3.111 5.049
H6 -0.153 -2.514 5.523
H7 -3.698 -4.079 -1.452
H8 -4.341 -2.813 -3.480
H9 -3.328 -0.545 -3.857
H10 -1.682 0.297 -2.236
C9 4.633 -3.410 1.561
C10 3.262 -3.156 1.384
N5 3.023 -2.618 0.200
N6 4.224 -2.514 -0.410
C11 5.209 -2.972 0.388
B1 4.261 -1.792 -1.764
N7 2.966 -2.140 -2.527
C12 2.557 -3.374 -2.883
C13 1.300 -3.267 -3.431
C14 1.015 -1.891 -3.350
N8 2.017 -1.223 -2.800
N9 4.368 -0.276 -1.558
C15 4.491 0.659 -2.520
C16 4.534 1.893 -1.916
C17 4.425 1.598 -0.544
N10 4.330 0.294 -0.333
N11 5.450 -2.270 -2.657
C18 5.433 -2.445 -3.996
C19 6.728 -2.654 -4.417
C20 7.481 -2.577 -3.234
N12 6.710 -2.338 -2.184
H11 5.132 -3.830 2.418
H12 2.442 -3.326 2.067
H13 6.232 -2.936 0.058
H14 3.185 -4.233 -2.703
H15 0.676 -4.057 -3.814
H16 0.124 -1.363 -3.655
H17 4.514 0.380 -3.561
H18 4.602 2.857 -2.391
H19 4.400 2.275 0.296
H20 4.507 -2.408 -4.546
H21 7.069 -2.832 -5.423
H22 8.547 -2.684 -3.099
Cl1 1.077 3.323 0.485
C21 1.211 3.103 2.253
Cl2 2.748 2.296 2.691
H23 0.361 2.471 2.636
H24 1.233 4.094 2.692
C22 -0.602 1.661 -5.690
Si1 -0.561 2.617 -4.057
C23 0.930 1.991 -3.112
C24 -0.267 4.438 -4.469
N13 -1.951 2.317 -3.123
C25 -3.221 2.519 -3.369
C26 -3.732 3.134 -4.563
C27 -5.069 3.301 -4.810
C28 -6.025 2.859 -3.867
C29 -5.614 2.274 -2.699
C30 -4.228 2.079 -2.355
N14 -3.813 1.528 -1.246
Si2 -4.664 1.002 0.139
C31 -3.472 0.313 1.394
C32 -5.627 2.394 0.979
C33 -5.893 -0.386 -0.266
H25 0.229 1.947 -6.342
H26 -1.539 1.827 -6.229
H27 -0.513 0.588 -5.496
H28 1.735 1.702 -3.793
H29 0.670 1.088 -2.553
H30 1.342 2.712 -2.403
H31 0.755 4.571 -4.840
H32 -0.382 5.049 -3.571
H33 -0.957 4.818 -5.225
H34 -3.008 3.476 -5.297
H35 -5.394 3.770 -5.733
H36 -7.083 2.983 -4.070
H37 -6.355 1.934 -1.983
H38 -2.760 1.056 1.768
H39 -2.870 -0.490 0.965
H40 -4.008 -0.096 2.259
H41 -4.942 3.189 1.281
H42 -6.113 2.012 1.883
H43 -6.392 2.834 0.335
H44 -5.364 -1.233 -0.716
H45 -6.664 -0.063 -0.970
H46 -6.385 -0.740 0.646
C34 -2.140 3.435 4.083
C35 -1.399 2.127 4.432
C36 -2.412 1.166 5.097
C37 -0.303 2.447 5.473
O1 -0.866 1.550 3.313
H47 -2.616 3.905 4.953
H48 -2.906 3.224 3.333
H49 -1.436 4.151 3.647
H50 -2.874 1.588 5.999
H51 -1.894 0.240 5.366
H52 -3.195 0.921 4.378
H53 -0.701 2.897 6.392
H54 0.428 3.139 5.043
H55 0.226 1.525 5.729

***

4.
Density functional theory data (ωB97M-V/def2-TZVPD) for a molecular structure, C37H55ClNPTb in a non-equilibrium geometry.

As for the lowest unoccupied orbital energy (spin up / spin down): 2.382 / 2.374 eV. The frontier orbital gap (spin up / spin down) comes out at 4.586 / 4.729 eV. As for the expectation value of S²: 12.78. The HOMO energy (spin up / spin down) is -2.20 / -2.35 eV. As for the total charge: -1. As for the multiplicity: 7.

CARTESIAN COORDINATES (ANGSTROEM)
Tb1 -0.795 0.849 2.968
Cl1 -2.721 1.077 1.356
P1 -0.731 0.293 -1.150
C1 -1.041 2.958 3.455
H1 -0.455 3.837 3.779
H2 -2.107 3.294 3.376
C2 0.680 -0.573 -2.049
C3 -0.734 2.104 -1.689
C4 2.026 0.068 -1.661
H3 0.638 -1.579 -1.584
C5 3.200 -0.800 -2.126
H4 2.118 1.062 -2.123
H5 2.076 0.228 -0.574
C6 3.124 -1.134 -3.621
H6 4.142 -0.280 -1.908
H7 3.205 -1.730 -1.541
C7 1.749 -1.657 -4.056
H8 3.360 -0.231 -4.200
H9 3.889 -1.880 -3.870
C8 0.584 -0.786 -3.563
H10 1.705 -1.733 -5.150
H11 1.609 -2.671 -3.658
H12 0.609 0.180 -4.086
H13 -0.365 -1.269 -3.833
C9 -2.327 -0.382 -1.882
C10 -0.127 2.410 -3.057
H14 -1.813 2.351 -1.716
C11 -0.232 3.903 -3.374
H15 0.931 2.117 -3.071
H16 -0.629 1.835 -3.848
C12 0.410 4.774 -2.289
H17 0.242 4.100 -4.343
H18 -1.294 4.165 -3.470
C13 -0.102 4.444 -0.883
H19 1.499 4.636 -2.318
H20 0.220 5.831 -2.508
C14 -0.079 2.942 -0.576
H21 0.494 4.975 -0.129
H22 -1.138 4.801 -0.784
H23 0.963 2.620 -0.427
H24 -0.600 2.762 0.378
C15 -2.358 -1.918 -1.812
H25 -3.056 0.008 -1.146
C16 -3.724 -2.473 -2.236
H26 -1.581 -2.340 -2.467
H27 -2.126 -2.249 -0.789
C17 -4.194 -1.936 -3.594
H28 -3.679 -3.568 -2.267
H29 -4.464 -2.204 -1.471
C18 -4.084 -0.411 -3.710
H30 -3.596 -2.400 -4.389
H31 -5.235 -2.237 -3.767
C19 -2.720 0.140 -3.269
H32 -4.280 -0.101 -4.745
H33 -4.858 0.053 -3.084
H34 -1.961 -0.150 -4.010
H35 -2.763 1.238 -3.275
C20 -0.779 -2.948 1.955
C21 -0.685 -2.008 2.859
H36 -0.237 -2.856 1.002
C22 -1.762 -1.783 3.904
H37 0.230 -1.407 2.998
C23 -2.358 -3.132 4.375
H38 -1.351 -1.237 4.778
H39 -2.576 -1.157 3.471
C24 -2.665 -4.106 3.223
H40 -1.617 -3.620 5.020
H41 -3.266 -2.967 4.972
C25 -1.557 -4.220 2.158
H42 -2.857 -5.100 3.643
H43 -3.586 -3.794 2.721
H44 -0.875 -5.042 2.445
H45 -1.989 -4.532 1.197
C26 2.850 4.350 3.132
C27 2.948 3.823 1.830
C28 2.588 2.504 1.589
C29 2.019 1.734 2.627
C30 1.903 2.268 3.931
C31 2.356 3.566 4.177
N1 1.514 0.452 2.323
C32 2.325 -0.665 2.572
C33 2.412 -1.678 1.585
C34 2.809 -2.959 1.945
C35 3.138 -3.240 3.279
C36 3.164 -2.217 4.235
C37 2.838 -0.914 3.865
H46 3.149 5.382 3.319
H47 3.332 4.436 1.015
H48 2.720 2.032 0.612
H49 1.422 1.660 4.711
H50 2.290 3.970 5.192
H51 2.088 -1.436 0.573
H52 2.848 -3.744 1.187
H53 3.376 -4.263 3.573
H54 3.452 -2.429 5.267
H55 2.886 -0.087 4.574

***

no.,DFT total energy (eV)
1,-108701.4040
2,-75019.7992
3,-115036.3860
4,-84997.5505